C4H4BrN3 | ωB97M-V/def2-TZVPD

The geometry in XYZ format:
```
12
Properties=species:S:1:pos:R:3:mulliken_charge:R:1
N 2.9281 -0.6747 -0.5798 -0.397
C 1.8656 -0.2136 -0.6564 -0.004
C 0.5100 0.2753 -0.7945 0.684
Br 0.1909 0.7801 -2.6328 -0.103
C -0.5541 -0.6797 -0.1337 -0.816
C -1.0614 0.1541 1.1314 -0.341
N -0.3357 1.3803 0.9998 -0.236
N 0.4167 1.5522 0.1006 -0.157
H 0.0189 -1.4872 0.2523 0.345
H -1.2854 -0.9916 -0.8340 0.433
H -2.1396 0.1794 1.1375 0.307
H -0.5540 -0.2747 2.0097 0.285
```

Output
E_tot = -2893.026136 hartree
energy relative to the best compared isomer or geometry (same formula, charge and spin) = 0.0 kJ/mol
SMILES = N#C[C@@]1(Br)CCN=N1
net charge = 0
frontier orbital gap = 9.80 eV

=====

C62H49NO7PS2W | ωB97M-V/def2-TZVPD

The geometry in XYZ format:
```
123
Properties=species:S:1:pos:R:3:mulliken_charge:R:1
W 0.0711 0.0490 0.3147 0.373
O -0.4314 0.3153 6.4536 -0.553
C -0.3272 0.2063 5.1236 0.682
C -0.8700 -0.8675 4.4108 -0.738
C -0.7098 -0.8736 3.0458 0.348
N -0.0528 0.1085 2.4362 1.125
C 0.4791 1.1343 3.0964 0.501
C 0.3579 1.2334 4.4588 -0.933
C 1.2410 2.0632 2.1734 -0.072
O 1.7740 3.0636 2.5747 -0.681
O 1.2811 1.6150 0.9327 -0.767
C -1.2786 -1.8982 2.0803 -0.273
O -1.9039 -2.8463 2.4683 -0.706
O -1.0222 -1.5999 0.8193 -0.094
H -0.9021 -0.4390 6.8279 0.344
H -1.4129 -1.6733 4.8895 0.506
H 0.7869 2.0652 4.9997 0.686
C 5.0985 -1.6520 5.8061 -1.650
C 4.3679 -1.6164 4.4939 0.962
C 3.8948 -2.7914 3.9134 -1.012
C 3.1982 -2.7730 2.7166 -0.841
C 2.9866 -1.5546 2.0865 0.497
C 3.4522 -0.3674 2.6336 -0.575
C 4.1385 -0.4086 3.8366 -1.054
S 2.0892 -1.6202 0.5466 1.806
O 1.5981 -2.9903 0.3846 -0.625
C 3.3667 -1.1710 -0.6248 1.514
C 3.7391 0.1969 -0.6082 -0.625
C 4.6734 0.6493 -1.4907 -0.300
C 5.2787 -0.2311 -2.4186 0.762
C 6.2601 0.2243 -3.3305 -1.153
C 6.8227 -0.6366 -4.2266 -0.602
C 6.4267 -1.9906 -4.2573 -1.030
C 5.4794 -2.4581 -3.3925 -1.036
C 4.8821 -1.5897 -2.4432 1.171
C 3.8884 -2.0634 -1.5264 -1.547
C 3.4259 -3.4763 -1.6501 0.283
C 4.0952 -4.5007 -0.9239 1.070
C 5.1861 -4.2234 -0.0611 -0.878
C 5.7791 -5.2269 0.6523 -0.905
C 5.3192 -6.5559 0.5371 -0.688
C 4.2742 -6.8497 -0.2914 -1.086
C 3.6360 -5.8322 -1.0396 0.711
C 2.5448 -6.1098 -1.8997 -1.134
C 1.9294 -5.1196 -2.6009 -0.851
C 2.3629 -3.7798 -2.4663 1.308
S 1.5583 -2.4491 -3.3181 -0.295
O 1.1464 0.8325 -2.5004 -0.776
C -0.1442 -2.9328 -3.2277 0.698
C -0.7071 -3.4003 -2.0407 0.071
C -2.0473 -3.7382 -2.0054 -0.891
C -2.8670 -3.5796 -3.1238 1.035
C -4.3226 -3.9507 -3.0698 -1.464
C -2.2950 -3.0868 -4.2906 -0.936
C -0.9415 -2.7813 -4.3536 -1.005
H 5.8764 -2.4157 5.8019 0.394
H 4.4140 -1.8898 6.6226 0.317
H 5.5622 -0.6917 6.0265 0.374
H 4.0766 -3.7407 4.4039 0.466
H 2.8233 -3.6836 2.2672 0.708
H 3.3116 0.5804 2.1325 0.318
H 4.5063 0.5147 4.2675 0.438
H 3.2649 0.8874 0.0769 -0.556
H 4.9585 1.6947 -1.4904 0.542
H 6.5565 1.2658 -3.3031 0.486
H 7.5759 -0.2837 -4.9190 0.416
H 6.8788 -2.6625 -4.9751 0.436
H 5.1778 -3.4961 -3.4214 0.610
H 5.5485 -3.2064 0.0298 0.501
H 6.6120 -5.0033 1.3070 0.473
H 5.8029 -7.3416 1.1025 0.424
H 3.9176 -7.8685 -0.3883 0.454
H 2.2046 -7.1344 -1.9938 0.438
H 1.0930 -5.3444 -3.2497 0.577
H -0.0909 -3.5122 -1.1558 0.656
H -2.4629 -4.1264 -1.0824 0.388
H -4.4460 -5.0171 -2.8728 0.339
H -4.8219 -3.7248 -4.0114 0.380
H -4.8436 -3.4112 -2.2760 0.265
H -2.9104 -2.9559 -5.1734 0.373
H -0.5031 -2.4337 -5.2815 0.495
C 0.0275 3.9662 -0.6004 -1.455
C -1.3157 4.2344 0.0181 0.665
C -1.6757 5.5728 0.1864 -0.881
C -2.9032 5.9497 0.6954 -0.806
C -3.8292 4.9760 1.0380 -0.949
C -3.4951 3.6435 0.8926 -0.613
C -2.2369 3.2528 0.4141 1.137
P -2.0065 1.4579 0.1117 0.895
C -3.2505 0.6495 1.1654 0.230
C -3.2740 1.0998 2.4917 -0.389
C -4.0756 0.4932 3.4400 -1.009
C -4.8621 -0.5890 3.0708 -1.083
C -4.8197 -1.0555 1.7702 -0.314
C -4.0151 -0.4650 0.7946 0.531
C -4.0065 -1.0736 -0.5789 -1.097
C -2.3082 1.3501 -1.6665 0.158
C -3.4903 1.7206 -2.2948 -0.528
C -3.5530 1.7221 -3.6782 -0.877
C -2.4304 1.3860 -4.4277 -0.918
C -1.2416 1.0438 -3.8049 -0.470
C -1.1782 1.0186 -2.4154 1.010
C 0.0831 0.6322 -1.6934 0.758
H 0.2618 4.7562 -1.3133 0.590
H 0.0742 3.0203 -1.1305 -0.004
H 0.8141 3.9579 0.1540 0.338
H -0.9639 6.3342 -0.1098 0.494
H -3.1435 6.9991 0.8066 0.419
H -4.8073 5.2467 1.4130 0.471
H -4.2323 2.8996 1.1587 0.490
H -2.6646 1.9484 2.7839 0.711
H -4.0883 0.8675 4.4559 0.500
H -5.4976 -1.0778 3.7978 0.424
H -5.4099 -1.9206 1.4943 0.447
H -4.3879 -2.0925 -0.5234 0.457
H -3.0075 -1.1283 -1.0060 -0.277
H -4.6360 -0.5143 -1.2734 0.385
H -4.3533 2.0125 -1.7076 0.557
H -4.4730 1.9973 -4.1768 0.459
H -2.4845 1.4008 -5.5085 0.462
H -0.3650 0.7933 -4.3865 0.586
H 1.9754 0.5745 -2.0675 0.321
H -0.0416 -0.6140 -1.4360 -0.211
```

Output
multiplicity = 3
E_tot = -4178.215021 hartree
energy relative to the best compared isomer or geometry (same formula, charge and spin) = 23.2 kJ/mol
net charge = +1
frontier orbital gap (alpha / beta) = 7.04 / 5.99 eV

=====

C2H8N4 | ωB97M-V/def2-TZVPD

The geometry in XYZ format:
```
14
Properties=species:S:1:pos:R:3:mulliken_charge:R:1
C 1.0137 0.9049 0.0779 -0.430
C 0.8770 -0.5009 -0.4959 -0.317
N -0.0100 1.1313 1.1155 -0.137
N -1.1751 0.5783 0.7568 -0.522
N -0.3220 -1.0656 -0.0128 -0.364
N -1.1767 -1.2533 -1.0172 -0.433
H 2.0087 0.9991 0.6390 0.337
H 0.8412 1.6978 -0.7027 0.194
H 0.7591 -0.3645 -1.5522 0.380
H 1.8295 -0.9987 -0.1982 0.289
H 0.2966 0.9887 2.0890 0.279
H -1.5591 0.1356 1.5873 0.249
H -1.4943 -0.2995 -1.4244 0.260
H -1.8886 -1.9531 -0.8620 0.214
```

Output
E_tot = -299.854588 hartree
energy relative to the best compared isomer or geometry (same formula, charge and spin) = 462.4 kJ/mol
net charge = 0
frontier orbital gap (alpha / beta) = 8.20 / 8.20 eV

=====

> The lowest energy relative to the best compared isomer or geometry (same formula, charge and spin) belongs to which entry?

C4H4BrN3

=====

> Look up the energy relative to the best compared isomer or geometry (same formula, charge and spin) of the third one.

462.4 kJ/mol